The following is a quantum chemistry calculation of one molecule with the formula C11H21F4O3PSi, from the Open Molecules 2025 dataset.

Computed properties:
DFT total energy = -1687.5253 hartree
Spin multiplicity = 1
Molar mass = 336.3 g/mol
SMILES = CCP(C)[Si@@](CCCC(=O)O)(COC)C(F)(F)C(F)F

```
41
Properties=species:S:1:pos:R:3:lowdin_charge:R:1
C -2.886 -2.278 -0.431 -0.19
C -2.636 -0.816 0.268 -0.45
P -2.013 0.537 -0.988 0.77
C -2.641 0.116 -2.755 -0.37
Si 0.178 0.432 -0.831 0.52
C 0.777 1.724 0.483 -0.29
C 0.259 1.320 2.003 -0.21
C 1.613 1.438 2.976 -0.12
C 1.274 1.212 4.566 -0.28
O 1.281 -0.006 5.151 -0.04
O 0.911 2.361 5.417 -0.01
C 0.584 -1.407 -0.270 -0.32
O 2.029 -1.667 -0.162 -0.29
C 2.111 -3.129 0.103 -0.13
C 1.128 0.694 -2.485 -0.30
F 0.815 -0.426 -3.421 -0.04
F 2.595 0.544 -2.164 -0.06
C 0.960 2.182 -3.155 -0.10
F 1.494 2.062 -4.563 -0.06
F -0.437 2.654 -3.293 -0.05
H -3.491 -2.253 -1.432 0.06
H -1.893 -2.899 -0.630 0.07
H -3.536 -2.910 0.336 0.08
H -3.672 -0.426 0.664 0.08
H -1.927 -0.913 1.204 0.06
H -2.559 -1.025 -3.030 0.04
H -3.769 0.502 -2.814 0.06
H -2.068 0.703 -3.603 0.05
H 1.959 1.713 0.495 0.09
H 0.441 2.804 0.166 0.09
H -0.115 0.202 1.981 0.08
H -0.579 2.047 2.419 0.13
H 2.338 0.579 2.585 0.14
H 2.079 2.491 2.728 0.12
H 1.171 3.202 4.908 0.12
H 0.103 -1.617 0.797 0.10
H 0.073 -2.086 -1.108 0.10
H 1.848 -3.359 1.225 0.10
H 1.386 -3.752 -0.601 0.10
H 3.194 -3.573 -0.095 0.11
H 1.625 3.023 -2.645 0.19
```

=====

The following is a quantum chemistry calculation of a 3-piece molecular cluster, C10H17F3N6O3 overall, from the Open Molecules 2025 dataset.

Computed properties:
DFT total energy = -1245.0665 hartree
Spin multiplicity = 1
Molar mass = 326.3 g/mol
SMILES = N#CC[C@@H](C#N)CCOCC(F)(F)F.NC(N)=O.NC(N)=O

```
39
Properties=species:S:1:pos:R:3:lowdin_charge:R:1
N 6.794 -2.246 2.770 0.11
C 6.121 -1.254 2.832 -0.18
C 5.173 0.031 2.571 -0.13
C 4.601 0.020 1.039 -0.26
C 4.199 -1.474 0.667 -0.17
N 4.046 -2.591 0.252 0.14
C 3.454 1.117 0.788 -0.13
C 1.986 0.527 0.551 -0.21
O 1.355 -0.002 1.745 -0.16
C -0.074 0.157 1.728 -0.08
C -0.873 -1.214 2.060 -0.32
F -0.272 -1.934 3.140 0.07
F -2.225 -0.880 2.432 0.05
F -0.992 -2.084 0.932 0.04
H 5.872 0.942 2.718 0.13
H 4.312 0.088 3.330 0.13
H 5.508 0.342 0.394 0.15
H 3.763 1.723 -0.149 0.13
H 3.364 1.870 1.664 0.14
H 1.934 -0.296 -0.263 0.14
H 1.352 1.401 0.122 0.13
H -0.512 0.543 0.747 0.15
H -0.383 0.887 2.573 0.16
N -2.964 -2.646 -1.047 0.16
C -3.980 -1.807 -1.354 -0.68
N -5.033 -2.393 -1.977 0.15
O -3.950 -0.613 -1.089 0.01
H -2.966 -3.628 -1.255 0.10
H -2.163 -2.245 -0.583 0.07
H -5.810 -1.800 -2.221 0.11
H -5.076 -3.370 -2.202 0.10
N -2.868 3.404 -3.782 0.14
C -3.298 3.229 -2.506 -0.71
N -3.790 1.997 -2.239 0.15
O -3.243 4.116 -1.665 0.01
H -2.904 2.691 -4.486 0.09
H -2.494 4.308 -4.020 0.10
H -4.120 1.827 -1.302 0.09
H -3.843 1.257 -2.914 0.08
```